(1)
DFT (ωB97M-V/def2-TZVPD) results for a molecular structure, CH3FO3P in a non-equilibrium geometry.

Each line ends with the Mulliken charge.
Atoms and positions in Å:
C -0.06197 0.65594 0.03112  -0.973
O -2.27952 1.07709 1.60693  -0.660
O -2.64840 0.03411 -0.70177  -0.669
O -1.30774 -1.73246 1.42073  -0.488
F -2.56742 -1.93821 2.01328  -0.203
P -1.76268 0.29496 0.46936  1.037
H 0.03460 1.55095 -0.58880  0.335
H 0.49298 1.06784 0.82631  0.339
H 0.45767 -0.13221 -0.50907  0.281

Atoms 1-3, force components in eV/Å:
C 0.34 0.48 -1.09
O 0.72 0.03 0.28
O 1.18 -0.31 0.40

LUMO energy ... 4.03 eV
Total charge ... -1
Orbital gap ... 8.97 eV
Strongest force on any atom ... 2.93 eV Å⁻¹
Energy above the lowest of the compared OMol25 structures with the same formula, charge and spin ... 98.94 kJ/mol

(2)
DFT (ωB97M-V/def2-TZVPD) results for 2 unconnected molecules or ions with the total composition C3H9N3O in a non-equilibrium geometry.

Each line ends with the Mulliken charge.
Atoms and positions in Å:
C -0.00434 -1.60836 -0.18789  0.552
C 0.57502 2.04750 0.39953  -0.748
C 1.00441 -0.57398 0.13956  -0.817
N -0.23829 -1.88667 -1.50713  -0.477
N -1.35057 0.67022 0.68036  -0.503
N -0.24410 0.96529 -0.02902  -0.153
O -0.64338 -2.18299 0.67263  -0.587
H 0.01690 3.02311 0.36129  0.263
H 0.94063 1.73195 1.33260  0.386
H 1.28129 2.21766 -0.37967  0.264
H 1.84641 -0.40534 -0.51614  0.395
H 1.05047 -0.63351 1.17071  0.433
H -0.22592 -1.26602 -2.33351  0.245
H -0.96842 -2.59645 -1.58939  0.248
H -1.95862 0.05901 0.23141  0.262
H -1.08150 0.43857 1.55466  0.236

Atoms 1-3, force components in eV/Å:
C 0.66 0.53 -1.02
C -1.70 1.01 -0.62
C -3.33 1.71 -1.82

LUMO energy ... 0.92 eV
Total charge ... 0
Orbital gap ... 9.35 eV
Strongest force on any atom ... 4.40 eV Å⁻¹
Energy above the lowest of the compared OMol25 structures with the same formula, charge and spin ... 361.60 kJ/mol

(3)
DFT (ωB97M-V/def2-TZVPD) results for a molecular structure, C24H36CrN2O12S2Si in a non-equilibrium geometry.

Each line ends with the Mulliken charge.
Atoms and positions in Å:
Cr 0.25883 1.52226 -0.15993  0.467
O 2.15772 5.06317 -0.09649  -0.691
C 0.98946 4.32328 0.28831  0.944
O 1.29421 3.01404 0.15168  -0.678
C -0.73132 4.22212 2.18715  -1.492
O -1.03011 2.96595 1.62377  0.055
C -1.78152 2.07819 2.40388  -0.784
C -2.12410 0.82576 1.52208  0.226
O -3.17342 0.24192 1.77430  -0.750
O -1.26596 0.50266 0.66438  -0.043
H 2.88003 4.43085 0.01496  0.453
H -1.43969 4.97204 1.79874  0.249
H -0.81333 4.19051 3.28327  0.477
H -2.71154 2.54336 2.76051  0.325
H -1.20033 1.72518 3.27446  0.340
O -1.68342 4.44581 -2.31031  -0.820
C -0.97868 3.92445 -1.43883  0.019
O -0.95680 2.68313 -1.18875  0.196
C -0.13931 4.83830 -0.57211  0.159
C -0.40993 6.16942 -0.63815  -0.351
C 0.13558 7.21863 0.13180  -0.582
C 0.74034 7.15116 1.36584  -0.372
C 0.96731 6.04251 2.17319  -0.765
C 0.70402 4.61999 1.80835  0.654
N 1.45517 6.28104 3.44550  1.077
O 1.72856 7.44618 3.79517  -0.741
O 1.57500 5.32904 4.23737  -0.650
H -1.11818 6.45109 -1.41256  0.486
H -0.00548 8.21740 -0.26671  0.348
H 1.04998 8.09034 1.81132  0.459
H 1.38182 3.97206 2.38150  0.902
S 4.34413 -0.16446 1.16628  -0.504
C 2.86336 0.29040 0.77635  0.357
N 1.75550 0.55830 0.49418  -0.120
C -2.80613 -2.41940 -3.01673  -1.485
C -2.61253 -3.35465 -1.82509  1.678
C -2.05328 -4.70485 -2.29239  -1.383
C -3.94375 -3.56830 -1.08904  -1.836
O -1.72975 -2.78265 -0.88890  -0.013
Si -0.27155 -2.07088 -0.98170  -0.385
S -0.14779 -0.21697 -1.99828  -0.740
O 0.25283 -1.86429 0.52593  0.051
C 0.22032 -2.66047 1.69258  1.782
C 0.02494 -4.13614 1.34216  -1.278
C -0.92604 -2.17302 2.57859  -1.660
C 1.56697 -2.45055 2.39398  -1.482
O 0.62338 -3.18869 -1.80451  0.598
C 1.96314 -3.16875 -2.26357  1.912
C 2.74963 -1.99123 -1.70352  -1.100
C 2.61341 -4.48658 -1.81332  -1.871
C 1.93397 -3.07315 -3.79415  -1.994
H -3.56318 -2.80899 -3.69477  0.495
H -1.86360 -2.30492 -3.54461  0.172
H -3.11008 -1.43952 -2.66048  0.290
H -2.70293 -5.14283 -3.04722  0.477
H -1.97935 -5.38592 -1.44720  0.301
H -1.06007 -4.54950 -2.70097  0.064
H -4.69276 -3.99067 -1.75737  0.396
H -4.30034 -2.61680 -0.70400  0.384
H -3.79271 -4.25018 -0.25432  0.361
H -0.97373 -4.27490 0.94204  0.177
H 0.16451 -4.76163 2.22199  0.518
H 0.73835 -4.42004 0.57477  0.046
H -1.84421 -2.15190 2.00014  0.195
H -0.72420 -1.15890 2.91120  0.202
H -1.05333 -2.82344 3.44257  0.495
H 2.37398 -2.86097 1.78931  0.302
H 1.58131 -2.92002 3.37737  0.412
H 1.74216 -1.38339 2.50199  0.141
H 2.67953 -1.97572 -0.62138  -0.212
H 2.33005 -1.05906 -2.07364  0.330
H 3.79626 -2.05457 -1.99010  0.552
H 2.71160 -4.50124 -0.72953  0.293
H 3.60259 -4.57775 -2.25498  0.446
H 2.00083 -5.33195 -2.12107  0.343
H 1.39961 -2.16726 -4.06995  0.329
H 1.41525 -3.93089 -4.21732  0.384
H 2.94879 -3.03251 -4.18500  0.458

Atoms 1-3, force components in eV/Å:
Cr -2.53 -0.67 -1.32
O 0.14 0.19 -0.05
C 0.37 0.12 0.48

LUMO energy (spin up / spin down) ... 3.94 / 2.36 eV
Total charge ... -2
Orbital gap (spin up / spin down) ... 6.45 / 4.91 eV
Multiplicity ... 5
Strongest force on any atom ... 2.93 eV Å⁻¹

(4)
DFT (ωB97M-V/def2-TZVPD) results for a molecular structure, C37H28AlCl3N7OPSi in a non-equilibrium geometry.

Each line ends with the Mulliken charge.
Atoms and positions in Å:
Al -0.83828 -1.70697 0.20484  -0.567
C 1.63558 -0.43309 -3.12334  -0.793
C 1.22136 -0.74498 -1.82911  -0.061
N -0.05689 -1.13749 -1.60840  0.083
C -0.88857 -1.21892 -2.64637  -0.129
C -0.44283 -0.91510 -3.90151  -0.383
N 0.81418 -0.51401 -4.15832  -0.538
C -2.29667 -1.55955 -2.22270  0.907
C -3.34292 -1.60413 -3.08149  -0.828
C -4.63741 -1.90577 -2.64509  0.116
C -4.76881 -2.10893 -1.26082  -0.438
C -3.70214 -1.99617 -0.41049  0.559
N -2.44031 -1.74366 -0.91054  0.538
C -3.69745 -2.09871 1.05499  -0.032
C -4.75926 -2.37319 1.90444  -0.361
N -4.62716 -2.53473 3.24524  -0.494
C -3.39068 -2.37915 3.70296  -0.542
C -2.29915 -2.13794 2.87637  -0.134
N -2.45179 -1.99418 1.54573  0.229
C -5.78998 -1.77365 -3.54392  0.454
C -6.97336 -1.14822 -3.10721  -0.518
C -7.96451 -0.88259 -4.01971  -0.455
N -7.86506 -1.30586 -5.29147  -0.526
C -6.83729 -2.02392 -5.68800  -0.437
C -5.74909 -2.20233 -4.86694  -0.470
H 2.59692 -0.05273 -3.31903  0.541
H 1.92841 -0.55246 -1.00562  0.522
H -1.08264 -0.96069 -4.73206  0.510
H -3.25791 -1.35727 -4.11769  0.708
H -5.76594 -2.34886 -0.88197  0.701
H -5.72645 -2.49428 1.45389  0.408
H -3.27257 -2.48252 4.76490  0.422
H -1.33543 -2.11098 3.28860  0.474
H -7.09154 -0.81840 -2.08162  0.431
H -8.84769 -0.34334 -3.71725  0.383
H -6.81500 -2.38423 -6.69113  0.391
H -4.95575 -2.81093 -5.24795  0.496
O 0.63142 -0.65834 2.23555  -0.383
N -0.14464 -0.21158 1.18932  1.238
C -0.22296 1.04590 0.99164  -0.398
C 0.42512 2.24806 1.58084  0.080
C -0.53806 3.25346 1.85932  -1.037
C -0.10208 4.52497 2.21551  -0.783
C 1.23144 4.85601 2.04080  -0.741
C 2.19877 3.88340 1.70128  -0.108
C 1.82180 2.54648 1.52477  0.240
P 2.98328 1.23508 1.09538  1.034
C 4.23221 2.23751 0.09669  0.068
C 5.56162 2.23977 0.44223  -0.098
C 6.52134 2.61383 -0.52120  -0.706
C 6.15231 3.15848 -1.71379  -0.498
C 4.80726 3.24409 -2.02807  -0.724
C 3.87956 2.78742 -1.12941  -0.273
C 3.84505 0.75349 2.61022  0.074
C 4.41677 -0.50676 2.59211  -0.147
C 5.15420 -0.95412 3.69951  -0.761
C 5.33365 -0.13550 4.80674  -0.521
C 4.78615 1.16452 4.81633  -0.543
C 4.06266 1.59972 3.71096  -0.495
H 1.55124 -0.66216 1.88503  0.100
H -0.92344 1.28899 0.21780  0.583
H -1.59933 2.98306 1.87071  0.426
H -0.80099 5.30992 2.46591  0.415
H 1.54726 5.86397 2.19013  0.448
H 3.27043 4.09670 1.63435  0.493
H 5.81932 1.85910 1.44771  0.400
H 7.57040 2.51051 -0.23923  0.404
H 6.91317 3.45441 -2.43998  0.385
H 4.47168 3.69247 -2.95126  0.444
H 2.79794 2.96474 -1.40366  0.336
H 4.29641 -1.15300 1.72160  0.428
H 5.62265 -1.94733 3.70727  0.409
H 5.97069 -0.39815 5.63023  0.413
H 4.95711 1.87807 5.62450  0.407
H 3.66426 2.60392 3.68446  0.340
Cl 0.93146 -4.08051 2.68443  -0.252
Si 0.63228 -3.54353 0.77136  0.664
Cl 2.46145 -3.39677 -0.15863  -0.244
Cl -0.41682 -5.09034 -0.09169  -0.287

Atoms 1-3, force components in eV/Å:
Al -0.46 -0.44 0.18
C -1.29 -0.24 0.14
C -0.34 0.22 0.15

LUMO energy ... -7.26 eV
Total charge ... +2
Orbital gap ... 5.87 eV
Strongest force on any atom ... 2.40 eV Å⁻¹